{"formula": "C49H47I2N3O29P", "method": "ωB97M-V/def2-TZVPD", "e_homo_ev": -5.20, "e_tot_ha": -5178.28182, "homo_lumo_gap_ev": 4.63, "relative_energy_ev": 5.175, "total_charge": -1, "symbols": ["C", "C", "N", "C", "C", "C", "C", "C", "N", "C", "C", "O", "C", "O", "O", "N", "C", "I", "C", "C", "I", "P", "O", "O", "H", "H", "H", "H", "H", "H", "H", "H", "H", "H", "H", "H", "H", "H", "H", "H", "H", "H", "H", "H", "H", "H", "H", "C", "C", "C", "O", "C", "C", "C", "O", "O", "O", "H", "H", "H", "H", "C", "C", "C", "O", "C", "C", "C", "O", "O", "O", "H", "H", "H", "H", "C", "C", "C", "O", "C", "C", "C", "O", "O", "O", "H", "H", "H", "H", "C", "C", "C", "O", "C", "C", "C", "O", "O", "O", "H", "H", "H", "H", "C", "C", "C", "O", "C", "C", "C", "O", "O", "O", "H", "H", "H", "H", "C", "C", "C", "O", "C", "C", "C", "O", "O", "O", "H", "H", "H", "H"], "coordinates": [[-1.168023, -2.873314, 4.960912], [-0.952331, -1.669881, 3.878656], [-1.772943, -2.037949, 2.692802], [-1.811097, -0.978620, 1.643279], [-3.059959, -1.294713, 0.680229], [-4.380364, -1.850950, 1.437598], [-4.708046, -3.369979, 0.977441], [-3.760531, -4.477573, 1.645292], [-2.798615, -4.951606, 0.599526], [-1.513501, -5.374306, 1.143181], [-1.288910, -6.087347, 2.550160], [-0.484853, -5.153910, 0.432007], [-0.486807, -1.225443, 0.711257], [0.670307, -1.448316, 1.209265], [-0.542812, -1.162068, -0.687438], [-1.717559, 0.418540, 2.148611], [-1.057304, 1.348220, 1.232384], [-1.861598, 2.049842, -0.665037], [0.222373, 1.871389, 1.614083], [0.942862, 1.416058, 2.972912], [1.266134, 3.308906, 0.322097], [-3.174054, 1.061471, 2.882733], [-4.456871, 1.353070, 1.780464], [-3.656894, 0.228483, 4.295696], [-2.315385, -2.985332, 5.074888], [-0.739143, -3.868190, 4.602674], [-0.787968, -2.535510, 5.981879], [-1.273028, -0.714953, 4.423019], [0.172656, -1.623181, 3.702602], [-1.335948, -2.861164, 2.255868], [-2.773020, -2.124095, -0.070877], [-3.403308, -0.413076, 0.045269], [-5.277497, -1.226013, 1.060910], [-4.361615, -1.728205, 2.568745], [-4.665839, -3.377951, -0.166603], [-5.795222, -3.562908, 1.278852], [-4.445824, -5.377385, 1.891060], [-3.283429, -4.170568, 2.631935], [-2.697238, -4.291162, -0.183090], [-2.117897, -5.873599, 3.308564], [-1.274221, -7.221592, 2.334042], [-0.257186, -5.803908, 2.955346], [0.113658, 1.291279, 3.762880], [1.717435, 2.206994, 3.277976], [1.437963, 0.396007, 2.745077], [-5.279110, 0.949233, 2.143682], [-3.493314, -0.744354, 4.258676], [2.509815, 5.774911, -4.289902], [2.223870, 6.021650, -5.569307], [0.842897, 5.851273, -6.104775], [0.616277, 6.105127, -7.276415], [-0.196032, 5.374868, -5.187775], [0.089549, 5.123933, -3.907052], [1.464869, 5.321123, -3.365958], [1.684786, 5.100498, -2.189523], [-0.863423, 4.678941, -3.046409], [3.183243, 6.441362, -6.440894], [3.507274, 5.896945, -3.888855], [-1.189472, 5.238392, -5.593094], [-0.411138, 4.572839, -2.184009], [2.725481, 6.550057, -7.297475], [7.136454, 2.078625, 4.605326], [6.135924, 2.140713, 3.722956], [4.867777, 2.859568, 4.035962], [3.984726, 2.911686, 3.200269], [4.736424, 3.477999, 5.359705], [5.735312, 3.412460, 6.242005], [7.013664, 2.717303, 5.918671], [7.911817, 2.693780, 6.744262], [5.627789, 3.979194, 7.475582], [6.233461, 1.551421, 2.502140], [8.062385, 1.562328, 4.390121], [3.804747, 3.981261, 5.581026], [6.478160, 3.795618, 7.919878], [5.384805, 1.739146, 2.053401], [-2.406667, -3.119832, -4.696945], [-2.554236, -2.697346, -5.952353], [-2.007528, -1.387102, -6.401948], [-2.148126, -1.044556, -7.568217], [-1.320994, -0.552692, -5.415590], [-1.170243, -0.966528, -4.149607], [-1.697106, -2.297914, -3.706501], [-1.536904, -2.665797, -2.564080], [-0.532271, -0.181230, -3.237281], [-3.213126, -3.449897, -6.881317], [-2.798052, -4.071178, -4.360695], [-0.945889, 0.403464, -5.754551], [-0.534766, -0.685010, -2.376454], [-3.181717, -2.927376, -7.705792], [6.498083, 6.749827, -8.020695], [6.666653, 6.703525, -9.343886], [7.776676, 7.441133, -10.012207], [7.911578, 7.360796, -11.221154], [8.669197, 8.247737, -9.173389], [8.498325, 8.296593, -7.850529], [7.405040, 7.537051, -7.179610], [7.291149, 7.591289, -5.967641], [9.316434, 9.042291, -7.059376], [5.831672, 5.979395, -10.137998], [5.697744, 6.217319, -7.523281], [9.459678, 8.792182, -9.672145], [8.987563, 8.909774, -6.148704], [6.163757, 6.106440, -11.047839], [-4.376650, -9.580380, -1.620898], [-5.109161, -9.889180, -2.692179], [-5.546548, -8.845551, -3.662541], [-6.199853, -9.169608, -4.640842], [-5.171373, -7.455089, -3.392703], [-4.440546, -7.142377, -2.318443], [-3.979587, -8.191685, -1.361774], [-3.299977, -7.877914, -0.402607], [-4.089759, -5.854562, -2.058284], [-5.487532, -11.173120, -2.944763], [-4.051423, -10.329107, -0.910932], [-5.510363, -6.705899, -4.095463], [-3.563525, -5.881161, -1.230278], [-6.004337, -11.132381, -3.772764], [-2.432554, -0.065617, 9.338440], [-2.259642, -0.140209, 8.016353], [-1.153072, 0.591215, 7.334869], [-1.012851, 0.485577, 6.130015], [-0.269801, 1.423527, 8.158849], [-0.445589, 1.500196, 9.479372], [-1.534735, 0.747141, 10.163602], [-1.653228, 0.827501, 11.375374], [0.364470, 2.270411, 10.257184], [-3.084935, -0.886835, 7.238082], [-3.229684, -0.592848, 9.845243], [0.518083, 1.963143, 7.650647], [0.033577, 2.155397, 11.169027], [-2.750895, -0.776336, 6.325853]], "forces_ev_per_a": [[-1.1, 1.1, -0.4], [0.7, -1.5, 2.0], [0.5, 1.7, 0.8], [1.4, -1.8, -3.2], [-1.0, -0.7, 0.1], [-0.6, 0.1, -1.1], [-0.2, 1.1, 1.2], [-2.0, -0.8, -0.7], [1.5, -0.2, 2.5], [2.9, 1.3, -2.8], [-0.7, -0.4, -0.5], [-3.4, -1.1, 2.4], [3.8, 0.2, -5.1], [-3.5, 0.4, 0.5], [-1.3, 0.3, 5.8], [-1.8, -1.7, -1.2], [3.3, 1.8, 1.3], [-0.2, -0.7, 1.0], [-2.5, -1.4, 0.2], [-0.5, 0.2, -1.0], [-0.6, -1.2, 1.2], [1.1, 5.3, 1.7], [-0.1, -2.4, 1.2], [0.4, -1.7, -2.2], [1.7, -0.1, -0.1], [-0.4, 1.4, 0.6], [-0.1, -0.7, -1.3], [0.3, -1.4, -1.4], [-1.5, 0.2, -0.2], [-0.1, 0.6, 0.2], [0.0, 1.5, 1.2], [0.9, -1.0, 0.9], [1.3, -0.9, 0.6], [0.1, -0.4, -1.4], [0.0, -0.2, 1.6], [1.5, 0.1, -0.4], [1.0, 1.3, -0.2], [-0.5, 0.1, -1.6], [0.6, -0.2, 0.7], [1.2, -0.3, -1.0], [-0.1, 1.8, 0.3], [-1.6, -0.2, -0.8], [1.4, 0.2, -1.2], [-1.3, -1.3, -0.4], [-0.8, 1.6, 0.4], [0.5, 0.2, -0.5], [-0.3, 0.4, -0.2], [0.0, -0.1, 0.2], [1.1, 0.3, -0.2], [-0.9, -0.2, 0.0], [0.4, 0.1, 0.1], [0.2, 0.2, -0.5], [-1.5, -0.5, 0.5], [0.7, 0.1, 0.2], [-0.2, 0.1, -0.3], [1.5, 0.6, -0.5], [-1.1, -0.3, 0.2], [0.0, 0.0, 0.0], [0.0, 0.0, 0.0], [-0.2, -0.2, 0.0], [0.0, 0.0, 0.1], [0.2, 0.1, 0.4], [0.6, -0.8, -1.1], [-0.7, 0.4, 0.2], [0.5, -0.1, 0.0], [-0.1, -0.1, -0.3], [-0.7, 0.6, 0.9], [0.6, -0.4, -0.4], [-0.4, 0.2, 0.1], [0.6, -0.6, -0.8], [-0.6, 0.8, 1.0], [0.0, 0.0, 0.0], [0.0, 0.0, 0.0], [-0.1, 0.0, 0.0], [0.1, -0.1, 0.0], [0.0, 0.0, 0.0], [-0.6, -1.0, -0.2], [0.5, 0.9, 0.2], [-0.2, -0.4, -0.1], [-0.4, -0.3, -0.8], [1.2, 1.7, 1.2], [-0.2, -0.5, 0.4], [-0.2, -0.1, -0.5], [-1.1, -1.9, -1.2], [0.5, 0.9, 0.2], [0.0, 0.0, 0.0], [0.0, 0.0, 0.0], [0.1, 0.3, 0.7], [0.0, 0.0, 0.1], [0.1, 0.1, 0.3], [-1.0, -0.8, -0.2], [0.6, 0.4, -0.2], [-0.3, -0.2, 0.2], [-0.1, -0.1, -0.3], [1.0, 0.8, 0.2], [-0.7, -0.5, 0.3], [0.3, 0.2, -0.3], [-1.0, -0.8, -0.2], [1.0, 0.8, 0.2], [0.0, 0.0, 0.0], [0.0, 0.0, 0.0], [0.1, 0.0, -0.1], [-0.1, -0.1, 0.1], [0.1, 0.2, 0.1], [0.0, -1.2, 0.3], [-0.1, 0.8, -0.4], [0.1, -0.4, 0.3], [-0.2, -0.4, -0.3], [0.1, 1.6, -0.2], [0.3, -0.5, 0.5], [-0.2, 0.0, -0.3], [-0.1, -1.6, 0.1], [0.0, 1.2, -0.3], [0.0, 0.0, 0.0], [0.0, 0.0, 0.0], [0.1, 0.2, 0.2], [0.1, 0.0, 0.1], [0.2, 0.2, 0.4], [-1.1, -0.9, -0.3], [0.6, 0.5, -0.4], [-0.2, 0.0, 0.6], [-0.1, -0.1, -0.3], [1.0, 0.8, 0.1], [-0.7, -0.5, 0.2], [0.3, 0.2, -0.2], [-0.9, -0.8, -0.1], [1.1, 0.8, 0.3], [0.0, 0.0, 0.0], [0.0, 0.0, 0.0], [0.1, 0.0, -0.1], [-0.1, 0.0, 0.0]], "lowdin_charge": [-0.0910, -0.2562, 0.0042, -0.3897, -0.1167, -0.2012, -0.1692, -0.2017, 0.0131, -0.4185, -0.0218, 0.0092, -0.4567, -0.0525, -0.2083, -0.2357, -0.7406, 0.8611, -0.6474, -0.1253, 0.8256, 0.9161, -0.3423, -0.3151, 0.0707, 0.0595, 0.0654, 0.0606, 0.1146, 0.1090, 0.1043, 0.0664, 0.1004, 0.0818, 0.1156, 0.1045, 0.1193, 0.0949, 0.1071, 0.0694, 0.0951, 0.0920, 0.0659, 0.0409, 0.0869, 0.0455, 0.0256, 0.0832, -0.2215, -0.3165, 0.1010, 0.0762, -0.2123, -0.3027, 0.0013, 0.0654, 0.0761, 0.1376, 0.1366, 0.0561, 0.1132, 0.0726, -0.2173, -0.3017, 0.0909, 0.0824, -0.2255, -0.3182, 0.0989, 0.0882, 0.1040, 0.1351, 0.1383, 0.1129, 0.1231, 0.0764, -0.2334, -0.3339, 0.0712, 0.0576, -0.2058, -0.2993, 0.1275, 0.0536, 0.0703, 0.1258, 0.1278, 0.0580, 0.1062, 0.0817, -0.2213, -0.3146, 0.1069, 0.0742, -0.2230, -0.3093, 0.1167, 0.0927, 0.0958, 0.1271, 0.1354, 0.1164, 0.1153, 0.0760, -0.2270, -0.3194, 0.0982, 0.0742, -0.2125, -0.3056, 0.1179, 0.0876, 0.0844, 0.1346, 0.1360, 0.0789, 0.1123, 0.0745, -0.2103, -0.2873, 0.0986, 0.0860, -0.2244, -0.3180, 0.0987, 0.0887, 0.0917, 0.1350, 0.1381, 0.1129, 0.0723]}